Record 1
Computed, not measured: a structure of composition C38H50ClF5IrN3O2S, with wB97M-V/def2-TZVPD.

Cartesian coordinates (Å):
O1 0.22962 1.09080 -1.97301
H1 4.07887 1.23823 -2.02860
F1 -3.36209 2.59316 1.07769
H2 1.99226 -2.31608 1.03212
C1 4.47448 -0.12266 0.17477
C2 3.37503 2.04398 -2.21556
C3 -0.89453 3.07821 2.88881
F2 -4.18286 0.91219 -0.00449
H3 -0.21132 -5.08332 -2.77897
H4 3.89885 2.78587 -2.81935
C4 0.76209 -4.66620 -2.50632
H5 3.02685 -0.73332 -2.14104
Cl1 1.86754 -0.09734 -8.33881
H6 5.16792 -0.96492 0.15470
H7 -1.43599 3.22400 3.82352
C5 2.90346 -1.73598 1.15705
C6 0.25032 1.37346 1.44816
H8 0.23774 -4.69317 2.36686
C7 -1.58566 0.65613 3.07207
C8 1.34988 -0.06440 -6.69026
H9 0.88100 -7.15300 -2.06491
H10 3.70036 -4.92697 1.54454
C9 0.74762 1.08235 -6.19162
H11 -0.11006 1.99744 -4.45394
H12 -0.03822 3.75294 2.90155
C10 1.98047 3.89834 -1.42440
C11 0.96415 -4.72441 -0.07790
C12 -3.48922 2.05298 -0.13044
C13 0.34651 1.10923 -4.86854
H13 -5.48419 -0.93334 1.27714
H14 -2.91537 -4.27495 0.45445
Ir1 -0.81417 0.28032 -0.37276
C14 2.02759 1.84049 -0.02122
H15 3.67972 3.84945 0.73211
H16 3.47505 -5.29070 -0.17151
H17 3.54319 -2.22207 -1.35642
H18 -4.83919 -5.82163 0.79955
H19 -2.40984 0.76776 2.37108
C15 1.00204 2.38378 0.71134
H20 4.61791 0.40062 1.12049
H21 4.75148 0.54524 -0.63174
H22 1.47078 -4.87463 -3.30855
C16 2.86602 2.73304 -0.94838
H23 2.90992 -1.29250 2.15387
H24 3.28004 -6.56879 1.04739
C17 0.09036 0.02034 -2.67037
H25 -1.54320 3.37399 2.07284
C18 -6.21933 -4.23800 1.22815
H26 1.61904 -7.16838 -0.46445
C19 4.03809 3.35443 -0.17060
H27 1.75075 4.59815 -0.62156
S1 -0.27272 -3.59038 0.07892
H28 0.94305 0.33983 3.88906
H29 3.75382 -2.41644 1.09331
F3 -1.50203 3.02889 -0.78061
C20 -6.41223 -2.86877 1.36261
C21 3.05223 -0.67306 0.05700
H30 0.77028 3.43429 0.75384
H31 1.54413 1.98499 3.63088
H32 2.02354 -2.06263 -6.31498
H33 1.83041 -1.78940 -1.35588
C22 -0.44264 1.62047 2.77838
H34 0.28216 1.68352 4.82419
H35 -7.38898 -2.47982 1.61092
F4 -4.21614 2.88543 -0.87466
H36 2.60573 -6.79508 -1.89227
C23 -4.10302 -2.53125 0.85327
C24 0.65412 1.39065 3.84219
H37 -1.24939 -0.38188 3.04864
H38 4.52536 4.10709 -0.79173
N1 1.72142 -5.13126 0.96616
C25 -3.89753 -3.90440 0.71114
H39 0.68086 -0.77702 1.61152
H40 0.60294 1.93759 -6.83448
C26 2.01065 0.41091 0.26416
C27 1.54787 -1.18749 -5.89752
H41 4.79018 2.62957 0.12002
H42 1.04786 3.53763 -1.85587
C28 1.29063 -4.95160 2.34185
C29 1.12312 -1.16318 -4.58238
H43 2.55200 1.65527 -2.81372
H44 0.64356 -3.59390 -2.37430
O2 -0.45343 -0.98005 -2.08184
C30 2.84440 -1.38564 -1.29252
C31 0.82350 0.14199 1.06088
H45 1.45876 -5.87997 2.89002
F5 -2.45394 1.56676 -2.13172
C32 -4.97206 -4.75422 0.90376
C33 -2.99693 -1.64580 0.66757
H46 2.51806 4.46017 -2.18831
C34 1.62572 -6.66970 -1.42895
C35 3.11719 -5.51136 0.83041
H47 1.86613 -4.15737 2.82413
C36 -2.11324 1.81234 -0.81792
H48 -1.96569 0.85830 4.07307
C37 0.52932 -0.01394 -4.06818
C38 -5.35171 -2.00080 1.17760
H49 1.25592 -2.03205 -3.95208
H50 -7.05280 -4.90963 1.37996
N2 1.26750 -5.26568 -1.28366
N3 -2.09641 -0.94177 0.55283

Force components x, y, z for each atom (eV/Å):
0.2 -0.4 -0.2
-0.1 0.1 -0.1
0.1 -0.1 0.1
-0.1 -0.1 0.0
0.1 0.0 0.0
0.0 -0.1 -0.1
0.0 0.0 0.0
0.0 -0.1 0.0
0.0 0.0 0.0
0.0 0.0 0.0
-0.1 0.0 0.0
0.0 0.1 -0.1
0.0 0.0 0.0
0.0 0.0 0.0
0.0 0.0 0.0
0.1 -0.1 0.0
-1.7 -0.1 -0.9
0.0 0.0 0.0
0.0 0.1 0.0
0.0 0.0 -0.1
0.0 0.0 0.0
0.0 0.0 0.0
0.0 -0.1 0.0
0.0 0.0 0.0
0.0 0.0 0.0
0.0 0.0 -0.1
0.0 0.0 -0.1
-0.1 -0.1 -0.1
0.1 0.0 0.0
0.0 0.0 0.0
0.0 0.0 0.0
0.4 0.1 -0.3
0.1 -0.3 0.0
0.0 0.0 0.0
0.0 0.0 0.0
0.0 0.0 0.0
0.0 0.0 0.0
0.0 0.1 0.0
0.0 0.0 0.3
0.0 0.0 0.0
0.0 0.0 0.1
0.0 0.0 0.0
0.0 0.0 0.1
0.0 0.0 0.0
0.0 0.0 0.0
-0.1 0.1 0.3
-0.1 0.0 -0.1
0.0 0.0 0.0
0.0 0.0 0.0
0.0 0.0 0.0
0.0 0.0 0.0
-0.1 0.1 0.2
0.0 0.0 0.0
0.0 0.0 0.0
0.0 -0.3 -0.2
0.0 0.0 0.0
-0.1 0.0 -0.1
-0.1 0.0 0.0
0.0 0.0 0.0
0.0 0.0 0.0
0.0 0.0 0.0
0.5 0.2 0.2
0.0 0.0 0.0
0.0 0.0 0.0
0.1 0.0 0.0
0.0 0.0 0.0
0.2 0.1 0.0
-0.1 0.0 0.0
0.0 0.0 0.0
0.0 0.0 0.0
-0.1 0.0 0.1
-0.1 0.0 0.0
0.0 0.0 -0.1
0.0 0.0 0.0
-0.1 0.2 0.2
0.0 0.0 0.0
0.1 -0.2 0.0
0.0 0.0 0.0
0.0 0.0 0.0
-0.1 0.0 -0.1
0.0 0.0 0.0
0.0 0.0 0.0
-0.1 0.6 -0.5
0.0 0.0 0.1
0.9 -0.1 0.4
0.0 0.0 0.0
0.3 -0.1 0.3
0.0 0.0 0.0
0.4 0.1 0.2
0.0 0.0 0.0
0.1 -0.1 0.0
0.0 -0.1 -0.1
0.0 0.0 0.0
-0.2 0.2 0.2
0.0 0.0 0.1
0.0 -0.1 0.0
-0.1 -0.1 0.0
0.0 0.0 0.0
0.0 0.0 0.0
0.1 0.1 -0.1
-0.5 0.1 0.1

Summary:
Spin multiplicity: 2
Total charge: +1
Relative energy (zero: lowest compared OMol25 entry of this formula, charge and spin): 44.0 kcal per mole
E_LUMO (alpha / beta): -4.171 / -4.746 eV
HOMO energy (alpha / beta): -10.60 / -10.61 eV

Record 2
Computed, not measured: the ion C5H15BN5O with charge -1, with wB97M-V/def2-TZVPD.

Cartesian coordinates (Å):
H1 -1.39538 1.17250 1.04769
H2 3.03959 -1.69987 -1.17163
C1 2.74307 -1.08244 0.72611
N1 2.36173 -1.32460 1.89626
H3 -3.25786 0.90651 1.84413
N2 -4.70556 -0.51038 -0.61625
B1 -3.53949 0.12634 0.06293
C2 2.13152 1.18838 0.20514
O1 -3.62043 0.08292 1.49201
H4 1.56903 0.31487 -1.68751
H5 0.78241 1.79324 -1.29889
H6 1.70437 -2.25287 -0.46979
H7 -5.03190 -1.33514 -0.13042
N3 2.69489 -2.09100 -0.30141
H8 1.68336 1.33832 1.17580
N4 3.20958 0.18507 0.38066
H9 2.62162 2.10871 -0.07746
H10 0.07029 -0.40761 0.52029
H11 3.78272 0.15493 -0.45049
H12 -0.49802 -0.53650 -1.15260
C3 1.10423 0.85224 -0.86973
H13 -1.03972 2.09436 -0.39901
N5 -2.55173 0.70580 -0.70809
H14 -4.39265 -0.73628 -1.55020
C4 -0.16845 0.13766 -0.38267
C5 -1.33121 1.09667 -0.04809
H15 2.03400 -2.28185 1.96320

Force components x, y, z for each atom (eV/Å):
0.0 0.0 0.3
0.0 -0.1 0.0
0.1 -0.7 -0.4
-0.2 0.1 0.8
0.1 -0.4 -0.1
0.3 0.0 0.3
-0.2 0.2 -0.6
0.5 -0.2 -0.3
-0.2 0.3 0.4
0.4 -0.3 -0.2
-0.1 0.3 -0.3
0.0 -0.3 0.0
-0.1 0.0 -0.1
0.0 0.6 -0.1
-0.3 0.0 0.2
0.1 0.4 -0.1
0.3 0.3 0.1
0.1 -0.6 0.2
-0.1 0.0 -0.2
-0.4 -0.3 -0.2
-0.5 0.2 0.4
0.2 0.3 0.0
0.4 -0.1 0.6
-0.2 -0.2 -0.1
0.7 0.6 0.1
-0.6 0.0 -0.8
-0.1 -0.1 0.0

Summary:
Total charge: -1
E_LUMO: 3.133 eV
HOMO energy: -2.72 eV

Record 3
Computed, not measured: a cluster of 2 separate species, C2H5N3O2S2 in total, with wB97M-V/def2-TZVPD.

Cartesian coordinates (Å):
C1 3.08056 -1.08454 0.88152
C2 3.31872 0.06755 0.65920
N1 0.26838 0.34666 0.29187
N2 -0.51061 -0.64255 0.19481
N3 -2.30700 0.39354 -1.46428
H1 1.25126 0.07103 0.52399
H2 3.58367 1.06823 0.47617
H3 -1.96937 1.33921 -1.54363
H4 -2.06404 -0.22067 -2.21972
O1 -2.50428 0.68100 1.01734
H5 2.84695 -2.09222 1.06925
O2 -2.82633 -1.54671 -0.00208
S1 -2.16669 -0.29285 0.03151
S2 -0.00120 1.91234 0.08407

Force components x, y, z for each atom (eV/Å):
0.0 0.5 -0.1
0.2 -0.5 0.1
0.2 -0.5 0.0
-0.1 -0.8 0.4
-0.3 -0.4 0.8
-0.6 0.0 -0.2
0.1 0.6 -0.1
0.2 0.1 0.1
0.0 -0.2 -0.2
-0.1 -0.1 -0.1
-0.1 -0.6 0.1
0.3 -0.2 -0.2
-0.2 0.8 -0.5
0.4 1.4 -0.1

Summary:
Total charge: 0
Relative energy (zero: lowest compared OMol25 entry of this formula, charge and spin): 99.4 kcal per mole
E_LUMO (alpha / beta): -1.125 / -1.125 eV
HOMO energy (alpha / beta): -9.48 / -9.48 eV

Record 4
Computed, not measured: the molecule C4H11N3, with wB97M-V/def2-TZVPD.

Cartesian coordinates (Å):
C1 -0.99859 0.89074 -0.40980
C2 0.09476 1.96124 -0.37944
C3 -0.50875 -0.45953 0.03393
H1 0.28579 -2.16561 2.73225
N1 -0.10592 -1.30840 -1.01509
H2 -1.41039 0.86311 -1.42206
H3 2.09733 1.92724 -0.81209
H4 -0.06632 -2.29389 -0.81038
C4 -0.31819 -0.75334 1.31475
H5 -1.80870 1.23490 0.23270
H6 -0.32503 2.88144 -0.79143
N2 1.23441 1.59804 -1.23285
H7 0.69735 -2.54367 1.13467
H8 1.33914 0.58574 -1.23040
H9 -0.58282 -1.11008 -1.87847
N3 0.43223 -1.83727 1.79755
H10 0.34454 2.16513 0.65765
H11 -0.63942 -0.09898 2.11457

Force components x, y, z for each atom (eV/Å):
-0.1 0.3 0.1
-0.2 0.1 -0.6
-0.4 0.1 -0.2
-0.2 -0.1 0.0
0.5 0.1 -0.1
0.0 -0.2 0.0
-0.1 0.2 -0.1
-0.2 0.0 0.0
0.3 -0.2 0.8
-0.1 0.0 0.1
-0.1 0.1 0.1
0.2 -0.4 0.4
0.0 -0.1 0.2
-0.1 0.0 0.0
0.0 -0.2 -0.1
0.1 0.0 -0.5
0.3 -0.1 0.3
-0.1 0.3 -0.3

Summary:
Total charge: 0
Relative energy (zero: lowest compared OMol25 entry of this formula, charge and spin): 33.4 kcal per mole
SMILES string: N/C=C(\N)CCN
E_LUMO: 1.012 eV
HOMO energy: -7.11 eV

Record 5
Computed, not measured: a structure of composition C24H28AuClF9N2O3, with wB97M-V/def2-TZVPD.

Cartesian coordinates (Å):
H1 -2.01032 -0.02139 -0.89188
F1 -1.01144 -0.96544 5.98575
O1 0.38489 -3.78970 -1.49673
H2 1.20789 -4.22107 2.34659
O2 0.24030 -0.47319 2.64919
F2 1.07914 0.53327 5.97373
H3 -1.92715 3.33040 -2.33181
H4 -1.87093 -3.35865 -2.40195
H5 2.40399 -3.92164 -0.97626
H6 -2.34267 2.31827 -0.92765
H7 2.20090 1.45839 1.70013
C1 0.70812 3.69626 1.73684
C2 -0.31582 -2.72765 -1.10555
C3 -1.65299 -1.22768 -2.63880
H8 -2.36623 -2.38330 -0.99664
F3 1.29481 1.88509 4.26006
H9 -0.17195 4.29189 1.46785
H10 2.94667 -1.81322 0.18456
C4 1.51721 3.94811 -0.63563
N1 0.20901 -2.09224 -0.07081
C5 -0.30575 2.69610 -1.11214
H11 -2.53838 3.13536 -4.57349
H12 -2.56105 -3.11927 -4.62709
C6 2.49643 2.20908 0.95504
H13 3.18330 2.92157 1.43084
C7 2.46920 -2.31582 1.03054
H14 2.26421 -1.60893 1.84118
H15 -0.78639 -3.11614 -4.63217
F4 -1.38683 -2.14466 4.16610
H16 2.46730 3.77517 -1.15450
H17 2.97201 1.71804 0.10063
C8 -0.47242 -1.36227 4.79054
F5 -1.36695 1.65643 2.83986
C9 -1.61886 -2.47876 -1.80064
F6 -2.47731 0.32327 4.15544
H18 -1.52257 0.01373 -5.80029
Au1 0.20869 -0.00088 0.27747
C10 -0.07225 -0.09881 3.87699
H19 1.48502 4.34302 2.16345
C11 -1.78534 -0.01556 -1.96689
C12 1.18318 -2.98123 0.59266
F7 -1.14154 1.84028 5.00220
H20 -0.36540 -4.19709 1.49129
C13 1.26690 2.97689 0.51570
C14 -1.65622 2.51934 -4.79289
H21 1.44617 5.00164 -0.33406
N2 0.20474 2.11164 -0.04617
H22 -1.68581 -2.26468 -5.90569
C15 -1.63280 2.44459 -1.76006
H23 -1.66225 2.29714 -5.86457
F8 2.32060 -0.03933 4.24770
H24 1.31544 -5.06286 -0.12781
Cl1 1.66239 0.03720 -1.72550
H25 0.42717 2.94898 2.47966
O3 0.42953 3.69488 -1.59571
C16 -1.67445 -2.50618 -4.83785
C17 -1.64104 1.22677 -4.02621
C18 -1.64327 -1.22747 -4.04732
H26 3.12585 -3.11232 1.40835
C19 1.42856 -4.03004 -0.48952
F9 0.60651 -2.14979 5.05469
C20 -1.27848 0.93420 3.98739
C21 -1.59898 0.00475 -4.70680
C22 0.49334 -3.58496 1.80654
C23 -1.66269 1.20705 -2.61956
H27 0.15569 -2.76590 2.45170
C24 1.16418 0.56600 4.61423
H28 -0.76279 3.11333 -4.56426

Force components x, y, z for each atom (eV/Å):
0.1 0.0 -0.3
0.3 -0.7 -0.7
0.0 -0.9 0.4
-0.2 0.1 0.0
-0.3 0.1 0.4
0.3 0.0 -0.8
0.1 0.0 0.1
0.2 0.1 0.2
-0.2 0.1 0.0
-0.4 -0.1 0.0
0.2 0.1 -0.1
0.0 0.1 0.1
1.6 1.1 2.0
-0.6 0.5 -0.6
0.2 -0.1 -0.2
0.1 -1.1 0.3
0.1 -0.1 0.1
0.0 0.0 0.2
-0.5 0.0 -1.0
-1.6 -1.0 -1.1
-2.0 -0.9 -1.4
0.2 -0.2 0.0
0.1 0.1 0.0
0.2 0.0 -0.1
0.1 -0.3 -0.1
0.2 0.1 -0.1
0.1 0.0 -0.1
-0.1 0.0 -0.1
0.6 0.5 0.5
-0.2 0.0 0.1
0.0 0.0 0.2
-0.2 0.3 -0.1
0.0 -0.6 0.9
-0.2 0.0 0.0
0.6 0.3 -0.1
-0.2 0.0 0.3
0.2 1.1 -0.7
0.1 -0.5 0.5
-0.2 0.1 0.1
0.1 -0.2 0.0
-0.1 -0.2 -0.2
-0.3 -0.8 -0.5
0.1 0.2 0.2
-0.7 -0.3 0.0
0.2 0.0 -0.2
0.1 -0.2 0.0
0.5 -1.5 2.4
0.0 -0.2 0.1
0.6 0.3 0.6
0.0 0.1 0.1
-0.8 0.4 0.4
0.0 0.3 -0.2
0.3 -0.2 -0.4
0.0 0.3 -0.2
2.0 2.1 -0.2
0.3 -0.1 -0.2
0.3 -0.5 0.4
0.4 0.0 0.8
0.0 0.3 0.0
0.0 -0.2 -0.6
-0.8 0.5 -0.1
-0.2 0.7 -0.6
-0.2 0.3 0.1
-0.2 -0.1 0.1
-0.5 0.0 -0.2
0.1 -0.3 -0.2
0.4 0.6 -0.1
-0.2 0.0 0.0

Summary:
Spin multiplicity: 3
Total charge: -1
E_LUMO (alpha / beta): 2.642 / 1.744 eV
HOMO energy (alpha / beta): -0.58 / -5.36 eV

Record 6
Computed, not measured: a cluster of 2 separate species, C3H8N3O in total, with wB97M-V/def2-TZVPD.

Cartesian coordinates (Å):
N1 1.77926 1.08939 -0.15326
O1 1.61783 -0.95298 0.58944
H1 3.48628 0.11043 0.40482
H2 -1.21226 -1.47466 -0.75382
H3 -1.25660 1.99955 -0.02408
N2 0.25807 -0.63636 0.22896
H4 0.19666 -2.58520 -0.53557
H5 0.43300 -1.16840 -1.74321
C1 -0.06767 -1.52977 -0.76677
C2 2.37436 0.08835 0.29099
H6 -0.72346 0.90530 1.26051
N3 -0.48850 1.62633 0.59823
C3 0.41399 0.75167 -0.24866
H7 -0.00772 0.78648 -1.75096
H8 0.13137 2.37491 0.98023

Force components x, y, z for each atom (eV/Å):
-1.5 2.5 -0.7
0.9 -1.2 0.7
-1.2 -0.7 0.2
1.5 -0.3 -0.9
0.7 -0.4 1.4
1.9 2.5 2.0
-0.1 0.9 0.0
-1.1 -1.0 1.0
-2.1 -1.7 -2.9
1.5 -0.5 0.4
-1.1 0.1 1.1
1.0 0.8 -2.1
-0.5 -0.8 -4.6
0.9 0.2 4.4
-0.8 -0.4 -0.1

Summary:
Total charge: +1
Relative energy (zero: lowest compared OMol25 entry of this formula, charge and spin): 114.7 kcal per mole
E_LUMO: -3.838 eV
HOMO energy: -14.36 eV